Entry 1:
{"formula": "C51H37AsBrCrN3O6PS2", "method": "the ωB97M-V functional and the def2-TZVPD basis", "total_charge": 0, "spin_multiplicity": 4, "e_tot_ev": -260508.788, "largest_force_ha_per_bohr": 0.014, "s2": 3.810, "elements": ["Cr", "O", "C", "O", "C", "C", "C", "N", "C", "C", "C", "O", "O", "H", "H", "H", "C", "O", "C", "C", "C", "Br", "C", "C", "C", "O", "C", "N", "C", "C", "C", "C", "C", "C", "N", "H", "H", "H", "H", "H", "H", "H", "H", "H", "H", "H", "S", "P", "S", "C", "C", "C", "C", "C", "C", "C", "C", "C", "C", "C", "C", "H", "H", "H", "H", "H", "H", "H", "H", "H", "H", "C", "C", "C", "C", "C", "C", "As", "C", "C", "C", "C", "C", "C", "C", "C", "C", "C", "C", "C", "H", "H", "H", "H", "H", "H", "H", "H", "H", "H", "H", "H", "H"], "coordinates": [[0.6123, -0.5490, -0.4935], [-5.6676, -1.4871, -3.3322], [-5.1423, -2.2212, -2.4851], [-5.5070, -3.2471, -1.8984], [-3.7299, -1.7654, -2.0746], [-3.4270, -0.4076, -1.9885], [-2.1790, -0.0128, -1.5724], [-1.2129, -0.8992, -1.2994], [-1.4816, -2.2146, -1.4217], [-2.7236, -2.6820, -1.7716], [-0.2743, -3.0774, -1.1731], [-0.2976, -4.2763, -1.1520], [0.8199, -2.3394, -1.0122], [-4.1792, 0.3175, -2.2682], [-1.9223, 1.0296, -1.4584], [-2.9118, -3.7464, -1.8078], [-2.2850, -0.5476, 1.9662], [-1.2719, 0.2425, 1.3346], [-1.0109, 1.4747, 1.8549], [-1.7517, 2.0720, 2.8616], [-1.3613, 3.3238, 3.3194], [-2.3660, 4.1381, 4.6982], [-0.2662, 3.9735, 2.8041], [0.4749, 3.3814, 1.7774], [0.0869, 2.1368, 1.3049], [0.7697, 1.5051, 0.2693], [1.6781, 4.1063, 1.3272], [2.2816, 4.9816, 2.0833], [3.3791, 5.3948, 1.3507], [4.3861, 6.3007, 1.6861], [5.4032, 6.4973, 0.7767], [5.4405, 5.8003, -0.4438], [4.4551, 4.8989, -0.7914], [3.4183, 4.7263, 0.1221], [2.3060, 3.9112, 0.1266], [-3.2657, -0.0891, 1.8372], [-2.0580, -0.6741, 3.0250], [-2.2763, -1.5140, 1.4729], [-2.6076, 1.5818, 3.2943], [0.0520, 4.9342, 3.1791], [1.7645, 1.5124, 0.4326], [4.3602, 6.8228, 2.6327], [6.1995, 7.1915, 1.0085], [6.2700, 5.9651, -1.1185], [4.4979, 4.3410, -1.7163], [1.9625, 3.3736, -0.6538], [3.6840, 0.8793, 0.0409], [3.4315, -0.8796, 0.9418], [1.5623, -1.1113, 1.7072], [4.6264, -1.2527, 2.2619], [5.9356, -1.5928, 1.9258], [6.8475, -1.9010, 2.9206], [6.4590, -1.8780, 4.2540], [5.1613, -1.5297, 4.5924], [4.2454, -1.2142, 3.5982], [3.7784, -2.2201, -0.2346], [4.5588, -1.9711, -1.3591], [4.9026, -3.0144, -2.2091], [4.4596, -4.3008, -1.9390], [3.6778, -4.5487, -0.8176], [3.3399, -3.5128, 0.0358], [6.2458, -1.6149, 0.8893], [7.8624, -2.1649, 2.6550], [7.1698, -2.1342, 5.0284], [4.8578, -1.5017, 5.6300], [3.2332, -0.9366, 3.8633], [4.8902, -0.9606, -1.5652], [5.5152, -2.8226, -3.0809], [4.7181, -5.1122, -2.6067], [3.3119, -5.5462, -0.6168], [2.7136, -3.7034, 0.8986], [-1.6216, -1.0488, -6.0954], [-1.4979, 0.3259, -5.9571], [-0.7019, 0.8562, -4.9519], [-0.0347, 0.0004, -4.0847], [-0.1430, -1.3789, -4.2295], [-0.9361, -1.9010, -5.2403], [1.0448, 0.6855, -2.6343], [2.7416, 0.9299, -3.5083], [3.6266, -0.0558, -3.9047], [4.7736, 0.3165, -4.5918], [5.0123, 1.6566, -4.8764], [4.1069, 2.6352, -4.4935], [2.9569, 2.2747, -3.8016], [1.8930, 3.1989, -3.3437], [1.9073, 4.5810, -3.4995], [0.8740, 5.3499, -2.9874], [-0.1844, 4.7522, -2.3149], [-0.2171, 3.3729, -2.1618], [0.8086, 2.6011, -2.6889], [-2.2625, -1.4572, -6.8646], [-2.0359, 0.9879, -6.6223], [-0.6182, 1.9303, -4.8363], [0.3797, -2.0481, -3.5538], [-1.0349, -2.9731, -5.3456], [3.4269, -1.0981, -3.6877], [5.4822, -0.4379, -4.9064], [5.9078, 1.9403, -5.4123], [4.2978, 3.6711, -4.7435], [2.7329, 5.0644, -4.0043], [0.9012, 6.4250, -3.1008], [-0.9819, 5.3573, -1.9054], [-1.0410, 2.9284, -1.6223]], "forces_ev_per_angstrom": [[-0.200, 0.233, 0.679], [-0.123, 0.124, -0.064], [0.111, -0.100, -0.043], [-0.094, -0.112, 0.035], [0.106, 0.074, 0.061], [0.012, 0.011, -0.068], [0.019, -0.036, 0.052], [0.057, 0.107, 0.328], [0.122, 0.039, 0.025], [0.018, -0.045, 0.052], [0.077, 0.140, -0.053], [-0.011, -0.048, -0.065], [-0.036, 0.131, -0.055], [-0.023, -0.020, 0.006], [0.031, 0.114, 0.042], [-0.044, 0.006, -0.010], [0.050, 0.103, -0.056], [0.026, 0.023, -0.065], [-0.097, -0.160, 0.000], [0.086, -0.032, -0.088], [-0.012, -0.025, 0.015], [0.001, -0.006, -0.011], [0.005, 0.021, -0.007], [-0.016, 0.094, 0.009], [0.067, -0.015, -0.070], [-0.161, -0.105, 0.033], [-0.079, -0.066, 0.032], [0.024, 0.038, -0.023], [0.032, -0.003, 0.045], [-0.017, 0.018, -0.015], [-0.001, -0.018, -0.016], [0.001, 0.000, 0.018], [-0.078, 0.044, 0.012], [-0.006, -0.053, -0.011], [0.060, 0.051, -0.116], [-0.015, 0.015, 0.013], [-0.006, -0.006, 0.016], [0.036, -0.031, -0.071], [-0.055, -0.043, 0.016], [0.005, 0.009, 0.010], [-0.007, -0.076, -0.043], [0.003, -0.005, 0.018], [0.015, 0.011, -0.002], [0.007, 0.004, -0.010], [-0.010, -0.032, -0.076], [-0.019, 0.024, 0.045], [-0.040, 0.079, -0.068], [0.153, -0.660, 0.042], [0.040, -0.042, -0.054], [-0.136, 0.235, 0.111], [-0.016, 0.075, -0.023], [-0.002, -0.001, 0.006], [0.002, -0.006, -0.011], [-0.021, 0.015, -0.028], [-0.004, 0.063, 0.007], [0.087, 0.098, -0.062], [-0.013, -0.016, 0.055], [-0.040, -0.036, 0.043], [0.008, 0.021, -0.020], [-0.043, 0.031, 0.024], [0.032, -0.054, 0.032], [-0.014, -0.034, -0.039], [0.007, -0.010, -0.006], [0.013, 0.014, 0.006], [-0.008, -0.008, 0.013], [-0.010, -0.027, 0.001], [0.010, -0.020, 0.002], [0.012, 0.011, -0.015], [0.003, -0.013, 0.000], [0.006, -0.014, -0.006], [0.000, 0.012, -0.018], [0.013, 0.013, 0.006], [-0.011, -0.019, 0.006], [-0.019, 0.025, 0.024], [-0.055, 0.054, 0.065], [0.034, -0.013, -0.039], [-0.007, 0.002, 0.009], [0.074, -0.067, -0.714], [0.000, -0.140, 0.080], [-0.069, -0.007, -0.046], [0.003, 0.042, 0.019], [-0.023, -0.042, 0.011], [0.018, 0.011, 0.013], [-0.050, 0.088, 0.003], [0.053, 0.005, -0.014], [0.059, 0.019, 0.046], [0.000, -0.013, 0.010], [-0.001, -0.039, -0.011], [-0.021, 0.031, -0.046], [0.079, -0.070, 0.136], [-0.005, -0.010, -0.003], [0.001, 0.007, -0.002], [-0.010, -0.007, -0.014], [0.008, 0.034, -0.044], [0.000, -0.005, 0.003], [0.019, 0.043, -0.010], [0.011, -0.006, -0.015], [0.016, 0.000, -0.009], [0.009, 0.003, 0.007], [0.017, 0.007, -0.004], [-0.002, 0.012, -0.003], [0.005, 0.005, 0.010], [-0.034, -0.077, 0.013]]}



Entry 2:
{"formula": "C3H8N2", "method": "the ωB97M-V functional and the def2-TZVPD basis", "total_charge": 0, "e_above_lowest_ev": 5.589, "e_tot_ev": -6216.258, "largest_force_ha_per_bohr": 0.087, "elements": ["C", "C", "C", "H", "H", "H", "H", "H", "H", "H", "H", "N", "N"], "coordinates": [[-0.3002, -1.2010, -0.3258], [0.5558, 0.2220, 1.6824], [-0.3000, 1.1279, -1.6392], [-0.4418, -1.8151, 0.5922], [0.5448, -1.4863, -1.0806], [-1.2897, -0.9760, -0.8151], [-0.6320, 0.2889, 2.3730], [1.2752, -0.8897, 1.9536], [1.2819, 1.3043, 1.7261], [-0.4567, 0.2208, -2.3438], [-0.4263, 2.1209, -2.0254], [0.0830, -0.0046, 0.3083], [0.1060, 1.0879, -0.4058]], "forces_ev_per_angstrom": [[0.389, -0.512, 0.765], [-0.220, -1.395, 1.203], [0.440, -1.563, -0.145], [0.103, -0.820, -1.389], [-1.745, -0.187, 1.174], [0.885, -0.702, 0.120], [4.191, -0.112, -1.349], [-2.300, 3.737, -0.226], [-2.567, -3.647, -0.035], [-0.012, 1.551, 1.384], [0.271, 0.169, -0.415], [1.739, 2.016, 0.359], [-1.175, 1.464, -1.446]]}



Entry 3:
{"formula": "C34H42N2O3STe4Ti", "method": "the ωB97M-V functional and the def2-TZVPD basis", "total_charge": -2, "e_above_lowest_ev": 1.356, "e_tot_ev": -108187.805, "largest_force_ha_per_bohr": 0.017, "elements": ["Ti", "Te", "Te", "Te", "Te", "N", "C", "C", "C", "C", "C", "C", "C", "C", "C", "C", "C", "C", "H", "H", "H", "H", "H", "H", "H", "H", "H", "H", "O", "O", "C", "C", "C", "C", "C", "C", "C", "C", "N", "C", "C", "C", "C", "C", "C", "C", "C", "C", "C", "H", "H", "H", "H", "H", "H", "H", "H", "H", "H", "H", "H", "H", "H", "H", "H", "H", "H", "H", "H", "H", "H", "H", "H", "O", "S", "C", "C", "C", "C", "H", "H", "H", "H", "H", "H", "H", "H"], "coordinates": [[1.2370, -1.2630, -0.1554], [-0.3299, -3.6172, -2.2718], [-2.6200, -4.6394, -3.2379], [-0.1695, -5.9677, 1.5442], [-0.4959, -3.4994, 0.5735], [1.9098, -0.2936, -2.0411], [3.2244, 0.1850, -1.7863], [3.4857, 1.5278, -1.5733], [4.7800, 1.9468, -1.3023], [5.8030, 1.0135, -1.2422], [5.5206, -0.3332, -1.4258], [4.2291, -0.7811, -1.6921], [3.9000, -2.2305, -1.7433], [4.8618, -3.0785, -2.3061], [4.7534, -4.4507, -2.1858], [3.6869, -4.9660, -1.4622], [2.7132, -4.1214, -0.9495], [2.7318, -2.7234, -1.1067], [1.2410, 0.4253, -2.2784], [1.9070, -1.0540, -2.7156], [2.6769, 2.2470, -1.6108], [4.9783, 2.9965, -1.1234], [6.8159, 1.3276, -1.0215], [6.3083, -1.0673, -1.3129], [5.7055, -2.6479, -2.8372], [5.4932, -5.1043, -2.6341], [3.5919, -6.0353, -1.3104], [1.9014, -4.5894, -0.4088], [1.8628, -0.1871, 1.1927], [2.5807, -1.4247, 1.0814], [-2.9214, -0.6699, -4.5191], [-2.8534, -0.7056, -3.0171], [-3.8764, -1.2723, -2.2727], [-3.7586, -1.4275, -0.8961], [-4.7981, -2.1918, -0.1264], [-2.6146, -0.9615, -0.2664], [-1.5633, -0.3861, -0.9795], [-1.7092, -0.2689, -2.3593], [-0.3985, 0.0778, -0.2874], [-0.5619, 1.5381, -0.0103], [-0.5001, 2.4173, -1.2800], [-0.6663, 3.9078, -0.9502], [-2.0301, 4.1365, -0.2938], [-2.1111, 3.3128, 0.9944], [-1.0158, 3.7671, 1.9582], [0.3409, 3.5322, 1.2965], [0.4338, 4.3581, 0.0116], [0.5071, 2.0487, 0.9619], [-1.9321, 1.8321, 0.6495], [-3.9312, -0.8808, -4.8722], [-2.2659, -1.4398, -4.9338], [-2.6087, 0.3010, -4.9140], [-4.7372, -1.6875, -2.7847], [-5.8112, -1.9307, -0.4409], [-4.7069, -2.0141, 0.9467], [-4.6542, -3.2617, -0.3029], [-2.5067, -1.0655, 0.8066], [-0.8823, 0.1123, -2.9526], [-1.2916, 2.1177, -1.9695], [0.4570, 2.2727, -1.7941], [-0.6055, 4.4856, -1.8795], [-2.8291, 3.8353, -0.9787], [-2.1671, 5.2023, -0.0734], [-3.0938, 3.4547, 1.4582], [-1.0776, 3.1966, 2.8917], [-1.1452, 4.8270, 2.2107], [1.1439, 3.8294, 1.9792], [1.4177, 4.2165, -0.4490], [0.3285, 5.4274, 0.2330], [0.4533, 1.4432, 1.8673], [1.5019, 1.8859, 0.5464], [-2.7410, 1.5264, -0.0167], [-2.0135, 1.2145, 1.5519], [0.2532, -2.3113, 3.7628], [-0.4508, -1.1101, 3.2408], [-0.1351, 0.1831, 4.5208], [-1.4072, 0.3958, 5.3403], [-2.1823, -0.9193, 5.2735], [-2.1834, -1.2683, 3.7953], [0.2535, 1.0872, 4.0544], [0.6575, -0.2871, 5.1033], [-2.0119, 1.1879, 4.8872], [-1.1788, 0.7035, 6.3634], [-3.1913, -0.8329, 5.6827], [-1.6522, -1.6995, 5.8249], [-2.7771, -0.5535, 3.2163], [-2.4826, -2.2828, 3.5341]], "forces_ev_per_angstrom": [[0.257, -0.485, 0.261], [0.030, -0.253, 0.536], [-0.101, 0.062, -0.068], [0.291, -0.014, -0.010], [-0.489, 0.214, -0.706], [-0.095, 0.129, 0.193], [0.212, -0.137, -0.105], [-0.031, 0.048, -0.118], [0.004, 0.002, 0.016], [-0.012, -0.002, -0.020], [0.012, 0.012, -0.009], [-0.051, 0.049, 0.137], [0.009, 0.002, 0.060], [0.007, 0.023, -0.003], [-0.033, -0.016, 0.011], [0.032, -0.004, -0.027], [-0.079, 0.096, -0.045], [0.061, -0.106, -0.056], [-0.024, 0.033, -0.010], [-0.104, -0.027, -0.019], [-0.027, 0.003, -0.030], [0.003, -0.002, -0.010], [0.000, -0.001, 0.011], [-0.005, -0.001, 0.008], [0.002, 0.001, 0.010], [0.006, 0.001, 0.005], [-0.015, 0.003, 0.007], [0.042, -0.034, 0.018], [-0.034, 0.065, 0.348], [0.090, 0.169, -0.330], [0.010, 0.012, -0.003], [0.003, 0.014, -0.023], [0.011, -0.035, 0.009], [0.005, 0.019, -0.011], [0.010, -0.013, 0.015], [-0.004, -0.065, -0.045], [0.111, 0.078, 0.006], [-0.006, -0.078, -0.052], [-0.017, 0.324, -0.298], [-0.081, -0.125, 0.257], [-0.049, 0.062, -0.018], [-0.007, -0.003, -0.024], [0.010, 0.004, 0.008], [-0.018, 0.011, 0.001], [-0.004, 0.003, -0.018], [0.006, 0.021, -0.023], [0.015, -0.004, 0.001], [0.039, -0.075, -0.033], [-0.002, 0.006, 0.069], [-0.001, 0.004, -0.001], [-0.015, -0.021, 0.008], [0.009, -0.001, 0.005], [-0.014, 0.020, 0.001], [0.004, -0.005, -0.006], [-0.008, 0.003, 0.002], [-0.012, -0.001, 0.001], [0.013, -0.031, -0.004], [-0.029, 0.032, 0.022], [0.020, -0.019, -0.017], [0.024, -0.025, 0.028], [-0.004, 0.014, 0.004], [-0.002, -0.006, 0.001], [-0.002, -0.001, -0.002], [-0.005, 0.002, -0.007], [-0.004, -0.009, -0.001], [0.005, -0.001, 0.004], [0.000, -0.004, 0.013], [0.003, -0.009, 0.001], [-0.002, 0.000, 0.002], [0.035, 0.034, 0.003], [0.003, -0.020, -0.024], [0.013, 0.000, 0.012], [0.007, 0.021, 0.003], [-0.033, -0.026, 0.070], [0.028, 0.028, 0.089], [-0.048, 0.001, -0.023], [-0.011, 0.008, -0.008], [-0.010, 0.006, -0.009], [0.056, 0.022, -0.072], [-0.012, 0.001, -0.026], [0.019, 0.025, -0.001], [0.002, 0.012, 0.017], [0.002, -0.018, 0.003], [0.002, 0.004, 0.001], [-0.011, -0.002, 0.008], [-0.004, -0.010, -0.013], [-0.008, -0.012, 0.039]]}



Entry 4:
{"formula": "C4H6NO2", "method": "the ωB97M-V functional and the def2-TZVPD basis", "total_charge": -1, "smiles": "C=C1[C@H](O)CN1[O-]", "e_above_lowest_ev": 4.858, "e_tot_ev": -9826.825, "largest_force_ha_per_bohr": 0.081, "elements": ["C", "C", "C", "O", "C", "N", "O", "H", "H", "H", "H", "H", "H"], "coordinates": [[0.0495, 1.9809, 0.1850], [0.0820, 0.6469, -0.0482], [-0.8261, -0.5449, -0.3344], [-1.7684, -0.7845, 0.7976], [0.3620, -1.3719, -0.4478], [1.1091, -0.3291, 0.2671], [2.4325, -0.1654, 0.3166], [1.1356, 2.4317, 0.2174], [-0.8643, 2.5884, 0.1257], [-1.3951, -0.3673, -1.2331], [-1.5560, -0.3106, 1.6303], [0.4938, -2.3294, 0.0087], [0.7455, -1.4449, -1.4848]], "forces_ev_per_angstrom": [[1.901, 0.602, -0.747], [1.660, -1.876, 1.918], [-2.344, 2.843, 1.925], [-0.009, -0.414, -0.723], [2.886, -0.708, -0.422], [-0.903, 2.228, -0.734], [-0.575, -0.244, -0.189], [-2.420, -0.549, 0.237], [0.627, -0.264, -0.102], [-0.659, -0.439, -0.149], [0.603, -0.180, -1.340], [-0.441, -0.858, 0.443], [-0.327, -0.140, -0.117]]}



Copy entry 2 word for word.
{"formula": "C3H8N2", "method": "the ωB97M-V functional and the def2-TZVPD basis", "total_charge": 0, "e_above_lowest_ev": 5.589, "e_tot_ev": -6216.258, "largest_force_ha_per_bohr": 0.087, "elements": ["C", "C", "C", "H", "H", "H", "H", "H", "H", "H", "H", "N", "N"], "coordinates": [[-0.3002, -1.2010, -0.3258], [0.5558, 0.2220, 1.6824], [-0.3000, 1.1279, -1.6392], [-0.4418, -1.8151, 0.5922], [0.5448, -1.4863, -1.0806], [-1.2897, -0.9760, -0.8151], [-0.6320, 0.2889, 2.3730], [1.2752, -0.8897, 1.9536], [1.2819, 1.3043, 1.7261], [-0.4567, 0.2208, -2.3438], [-0.4263, 2.1209, -2.0254], [0.0830, -0.0046, 0.3083], [0.1060, 1.0879, -0.4058]], "forces_ev_per_angstrom": [[0.389, -0.512, 0.765], [-0.220, -1.395, 1.203], [0.440, -1.563, -0.145], [0.103, -0.820, -1.389], [-1.745, -0.187, 1.174], [0.885, -0.702, 0.120], [4.191, -0.112, -1.349], [-2.300, 3.737, -0.226], [-2.567, -3.647, -0.035], [-0.012, 1.551, 1.384], [0.271, 0.169, -0.415], [1.739, 2.016, 0.359], [-1.175, 1.464, -1.446]]}